No. 1
# C2H6N2O

A 2-piece molecular cluster, C2H6N2O overall (the ωB97M-V functional and the def2-TZVPD basis, the OMol25 dataset).

Structure (ORCA input):
```
! wB97M-V def2-TZVPD RIJCOSX def2/J DEFGRID3
* xyz 0 1
N -0.948 0.211 -0.944
C -2.213 -0.338 -0.775
O -2.522 -1.021 0.148
H -0.459 0.531 -0.111
H -1.034 0.946 -1.642
H -2.859 0.058 -1.579
C 2.339 0.168 0.943
N 1.150 -0.152 1.166
H 2.624 1.212 1.060
H 3.109 -0.511 0.551
H 0.813 -1.105 1.183
*
```

Output
- Electronic energy: -7198.04975 eV
- Orbital gap: 10.9 eV
- SMILES: NC=O.C=N

---

No. 2
# C32H40AsBrN4O2P2RuS4

C32H40AsBrN4O2P2RuS4 as an isolated structure (the ωB97M-V functional and the def2-TZVPD basis, the OMol25 dataset).

Structure (ORCA input):
```
! wB97M-V def2-TZVPD RIJCOSX def2/J DEFGRID3
* xyz -1 2
Ru 0.661 -0.095 -1.142
C -1.466 2.404 0.514
P 0.228 1.750 0.289
C 0.408 1.120 2.046
N 0.182 1.926 3.042
C 0.186 1.414 4.306
C -0.100 2.261 5.401
C -0.169 1.742 6.662
C 0.059 0.363 6.883
C 0.366 -0.464 5.841
C 0.434 0.054 4.529
N 0.682 -0.785 3.481
C 0.646 -0.284 2.282
P 0.807 -1.386 0.821
C 2.143 -2.556 1.254
C -0.669 -2.534 1.092
C -0.580 -3.429 2.329
C -0.787 -3.430 -0.144
C -1.914 -1.652 1.194
C 1.199 3.366 0.191
C 2.695 3.103 0.345
C 0.781 4.396 1.250
C 0.954 3.970 -1.194
H -1.471 3.105 1.347
H -2.135 1.584 0.768
H -1.806 2.889 -0.401
H -0.275 3.310 5.202
H -0.405 2.385 7.500
H -0.020 -0.035 7.886
H 0.548 -1.521 5.983
H 2.155 -2.673 2.337
H 3.108 -2.180 0.934
H 1.943 -3.519 0.785
H 0.209 -4.178 2.231
H -1.529 -3.963 2.439
H -0.396 -2.860 3.238
H 0.119 -4.019 -0.314
H -0.985 -2.843 -1.036
H -1.616 -4.130 -0.003
H -1.928 -1.087 2.130
H -2.817 -2.267 1.161
H -1.961 -0.948 0.364
H 2.937 2.600 1.281
H 3.214 4.066 0.320
H 3.060 2.500 -0.483
H 0.797 4.000 2.261
H -0.209 4.805 1.049
H 1.491 5.226 1.193
H 1.294 3.307 -1.989
H 1.525 4.902 -1.255
H -0.094 4.205 -1.376
Br -7.375 0.433 -2.159
C -5.531 0.001 -2.225
C -5.103 -1.026 -3.045
C -3.756 -1.352 -3.077
C -2.841 -0.648 -2.303
C -3.303 0.344 -1.458
C -4.639 0.691 -1.420
N -1.440 -0.939 -2.297
C -0.979 -1.546 -3.323
C 0.389 -2.057 -3.375
C 0.772 -2.896 -4.413
C 2.027 -3.473 -4.380
C 2.852 -3.199 -3.298
C 2.410 -2.322 -2.320
N 1.210 -1.744 -2.361
H -5.811 -1.570 -3.653
H -3.442 -2.174 -3.703
H -2.582 0.867 -0.860
H -4.980 1.496 -0.784
H -1.590 -1.731 -4.204
H 0.077 -3.089 -5.219
H 2.355 -4.129 -5.175
H 3.831 -3.647 -3.206
H 3.035 -2.054 -1.484
S -2.399 4.103 -5.723
As -1.633 2.170 -5.439
S 0.710 1.081 -3.226
S -1.131 2.058 -3.222
S -2.869 0.496 -5.861
C 4.968 0.309 -0.313
C 3.462 0.216 -0.119
O 3.031 0.152 1.036
O 2.773 0.241 -1.195
H 5.455 -0.495 0.239
H 5.309 1.254 0.110
H 5.240 0.265 -1.365
*
```

Output
- Electronic energy: -239276.81140 eV
- Expectation value of S²: 0.760
- Orbital gap (spin up / spin down): 5.1 / 5.4 eV